Molecular formula: C14H20Br6O6
Method: DFT, ωB97M-V with the def2-TZVPD basis set

```
! RIJCOSX wB97M-V def2-TZVPD def2/J DEFGRID3
* xyz -1 2
O -0.041 0.584 6.662
C -0.761 -0.012 5.872
O -1.533 0.578 4.947
C -2.286 -0.318 4.120
C -1.742 -1.703 4.570
C -1.098 -1.515 5.901
H -2.157 -0.250 3.040
H -3.371 -0.398 4.190
H -1.040 -2.149 3.866
H -2.559 -2.398 4.765
H -0.219 -2.126 6.104
H -1.777 -1.554 6.753
O 0.410 6.312 -3.623
C 0.008 5.615 -2.652
O -1.269 5.713 -2.147
C -1.587 4.518 -1.383
C -0.281 3.842 -1.072
C 0.706 4.408 -2.024
H -2.187 3.860 -2.012
H -1.986 4.761 -0.399
H -0.329 2.754 -1.106
H 0.116 4.247 -0.142
H 0.790 3.704 -2.852
H 1.736 4.562 -1.704
O 1.231 -0.813 -3.190
C 0.822 -1.654 -3.967
O -0.140 -2.504 -3.541
C -0.385 -3.533 -4.437
C 0.113 -2.917 -5.716
C 1.198 -1.968 -5.359
H -1.443 -3.792 -4.461
H 0.159 -4.436 -4.158
H -0.622 -2.382 -6.318
H 0.617 -3.694 -6.292
H 1.095 -1.051 -5.938
H 2.230 -2.318 -5.330
C -0.063 -0.289 0.122
Br -1.926 0.504 0.240
Br -0.017 -2.256 -0.158
Br 0.919 0.145 1.798
H 0.480 0.195 -0.689
C 3.575 -2.048 3.408
Br 5.166 -0.805 3.596
Br 2.234 -1.818 4.852
Br 4.177 -3.931 3.326
H 3.036 -1.671 2.539
*
```

Computed properties:
<S²>: 0.754
Kohn-Sham gap (spin up / spin down) in Ha: 0.12148 / 0.28479

Atom charges from the Löwdin analysis, given in e for atoms 1 to 5: 0.071 -0.486 0.032 -0.139 -0.170


Molecular formula: C18H43ClIN3O5P
Method: DFT, ωB97M-V with the def2-TZVPD basis set

```
! RIJCOSX wB97M-V def2-TZVPD def2/J DEFGRID3
* xyz 1 1
C 1.692 0.828 -1.170
C 2.880 1.637 -0.631
I 3.442 3.115 -2.085
C 2.534 2.408 0.647
P 2.360 1.402 2.136
C 3.099 2.221 3.545
N 0.720 1.307 2.456
C 3.021 -0.268 1.938
C 4.520 -0.230 1.841
O 5.146 0.790 1.800
Cl 5.267 -1.794 1.800
H 1.741 -0.201 -0.803
H 0.745 1.246 -0.825
H 1.693 0.762 -2.254
H 3.743 0.993 -0.486
H 3.304 3.151 0.857
H 1.588 2.934 0.519
H 3.794 2.975 3.183
H 2.297 2.719 4.089
H 3.645 1.526 4.176
H 0.284 0.632 1.823
H 0.567 0.910 3.383
H 2.729 -0.851 2.817
H 2.594 -0.786 1.080
C -0.957 -3.580 -5.686
O 0.153 -3.421 -6.543
C -0.038 -2.494 -7.606
C 0.800 -1.251 -7.412
N 0.323 -0.456 -6.288
C 1.205 0.633 -5.885
C 2.616 0.300 -5.413
O 2.676 -0.373 -4.163
C 2.462 -1.774 -4.216
H -0.762 -4.450 -5.062
H -1.109 -2.711 -5.034
H -1.876 -3.756 -6.252
H -1.097 -2.240 -7.708
H 0.282 -2.987 -8.527
H 0.747 -0.646 -8.321
H 1.842 -1.576 -7.289
H 0.167 -1.065 -5.496
H 0.706 1.170 -5.074
H 1.287 1.333 -6.722
H 3.133 1.250 -5.255
H 3.193 -0.247 -6.166
H 2.847 -2.208 -5.141
H 1.405 -2.033 -4.110
H 2.999 -2.219 -3.377
C -3.356 0.268 7.568
O -4.273 -0.354 6.693
C -5.252 0.514 6.135
C -5.029 0.712 4.653
N -3.818 1.481 4.394
C -3.399 1.519 2.999
C -3.055 0.208 2.302
O -1.868 -0.420 2.772
C -2.020 -1.206 3.946
H -2.809 -0.523 8.079
H -2.635 0.903 7.037
H -3.870 0.876 8.318
H -5.262 1.472 6.662
H -6.226 0.040 6.277
H -5.885 1.248 4.235
H -5.004 -0.285 4.192
H -3.066 1.108 4.957
H -2.517 2.164 2.941
H -4.185 2.011 2.419
H -2.866 0.440 1.251
H -3.884 -0.507 2.318
H -2.999 -1.686 3.985
H -1.873 -0.619 4.856
H -1.257 -1.985 3.922
*
```

Computed properties:
Kohn-Sham gap in Ha: 0.27900

Atom charges from the Löwdin analysis, given in e for atoms 1 to 5: -0.154 -0.815 0.928 -0.356 0.878


Molecular formula: C22H24ClN2O3P
Method: DFT, ωB97M-V with the def2-TZVPD basis set

```
! RIJCOSX wB97M-V def2-TZVPD def2/J DEFGRID3
* xyz 0 1
C -1.084 -1.765 -2.628
C -1.930 -0.609 -3.139
H -2.780 -0.988 -3.716
H -1.328 0.040 -3.785
O -2.510 0.152 -2.096
P -1.751 1.226 -1.145
O -2.779 1.974 -0.423
C -0.631 0.316 -0.068
C -0.860 -0.312 1.151
N -1.971 -0.565 1.868
C -1.852 -1.300 3.111
H -0.885 -1.081 3.566
C -2.014 -2.802 2.874
C -3.352 -3.071 2.190
C -3.453 -2.252 0.904
H -4.428 -2.391 0.435
C -3.241 -0.766 1.204
H -3.272 -0.176 0.290
H -4.025 -0.403 1.874
H -2.687 -2.585 0.200
H -3.454 -4.135 1.968
H -4.166 -2.788 2.863
H -1.956 -3.332 3.826
H -1.196 -3.155 2.242
H -2.644 -0.943 3.777
O 0.339 -0.674 1.654
C 1.264 -0.254 0.742
N 0.715 0.329 -0.281
C 2.681 -0.442 0.925
C 3.255 -1.162 1.978
C 4.630 -1.297 2.078
C 5.456 -0.720 1.131
C 4.906 -0.004 0.078
C 3.539 0.133 -0.022
H 3.088 0.692 -0.826
H 5.547 0.449 -0.662
H 6.526 -0.829 1.218
H 5.045 -1.857 2.902
Cl 2.281 -1.916 3.189
C -0.724 2.220 -2.270
C -1.214 3.485 -2.563
C -0.537 4.305 -3.447
C 0.631 3.857 -4.044
C 1.121 2.595 -3.751
C 0.447 1.771 -2.866
H 0.840 0.799 -2.616
H 2.034 2.250 -4.215
H 1.163 4.494 -4.735
H -0.917 5.290 -3.672
H -2.124 3.808 -2.079
H -0.728 -2.357 -3.467
H -0.228 -1.392 -2.072
H -1.678 -2.401 -1.975
*
```

Computed properties:
SMILES: CCO[P@](=O)(c1ccccc1)c1nc(-c2ccccc2Cl)oc1N1CCCCC1
Kohn-Sham gap in Ha: 0.29023

Atom charges from the Löwdin analysis, given in e for atoms 1 to 5: -0.064 -0.275 0.121 0.104 -0.228


Molecular formula: C8H20O8P2RuS4
Method: DFT, ωB97M-V with the def2-TZVPD basis set

```
! RIJCOSX wB97M-V def2-TZVPD def2/J DEFGRID3
* xyz 1 2
Ru 0.003 0.232 0.609
C 0.137 -3.455 -1.073
C -0.315 -3.753 0.350
S -0.343 -2.331 1.515
C 1.292 -2.424 2.346
C 2.506 -2.264 1.456
S 2.594 -0.666 0.541
C 2.348 -1.106 -1.240
C 2.867 -2.436 -1.717
S 1.879 -3.943 -1.329
H -0.054 -2.416 -1.339
H -0.434 -4.075 -1.764
H 0.296 -4.532 0.804
H -1.354 -4.083 0.339
H 1.337 -3.382 2.865
H 1.241 -1.614 3.075
H 2.589 -3.080 0.737
H 3.398 -2.266 2.084
H 2.903 -0.315 -1.750
H 1.299 -0.961 -1.499
H 3.859 -2.654 -1.321
H 2.941 -2.403 -2.806
O -0.279 2.822 0.477
P -0.130 2.477 -1.118
O 0.161 3.655 -1.918
O 0.821 1.291 -1.119
O -1.616 1.891 -1.446
P -2.219 0.586 -0.717
O -3.659 0.489 -1.323
O -2.273 0.793 0.772
O -1.351 -0.613 -1.071
H -0.121 3.764 0.581
H -3.719 0.692 -2.256
C -0.792 2.655 3.814
S -0.559 0.880 4.114
C -2.280 0.347 3.866
O 0.201 0.381 2.909
H -1.092 2.783 2.777
H 0.153 3.156 4.002
H -1.541 3.045 4.494
H -2.905 0.875 4.579
H -2.332 -0.719 4.059
H -2.586 0.555 2.842
*
```

Computed properties:
ΔE to the lowest compared entry with this formula, charge and spin in kJ/mol: 310.6
<S²>: 0.778
Kohn-Sham gap (spin up / spin down) in Ha: 0.22304 / 0.24245

Atom charges from the Löwdin analysis, given in e for atoms 1 to 5: 1.201 -0.499 -0.458 0.925 -0.488